Computed, not measured: 17 unconnected molecules or ions with the total composition C80H169N9O28 at a distorted geometry, with ωB97M-V with the def2-TZVPD basis set.

```
286
Properties=species:S:1:pos:R:3:forces:R:3:lowdin_charge:R:1
H -1.225 -0.032 -0.029 0.393 -0.298 0.343 0.132
C -1.571 3.588 3.090 0.589 -0.838 -0.311 -0.766
C 3.543 -7.386 7.956 -0.759 0.904 1.627 -0.050
H -6.933 -2.452 -3.098 0.303 0.132 -0.081 0.067
N 11.638 1.077 1.937 0.121 1.114 0.692 -0.074
H -4.255 4.681 2.848 0.279 0.218 -0.329 0.089
H -3.413 -2.803 1.174 0.936 -0.123 0.438 0.069
C 0.663 -6.477 -3.655 -0.478 0.839 0.272 -0.188
H -3.708 9.436 0.375 0.059 -0.615 0.676 0.080
H -2.472 7.120 2.057 0.046 0.484 0.015 0.122
C -6.016 -5.556 1.914 0.627 -1.339 0.333 -0.165
H -3.250 -2.152 -0.909 -0.190 0.588 0.713 0.069
H -2.045 -6.509 0.047 -0.276 -0.181 -0.307 0.106
H -2.236 -2.870 -2.025 0.582 -0.349 -0.858 0.078
C -3.237 2.511 -1.665 -0.152 0.914 0.340 -0.234
C 9.543 -0.914 -3.133 -1.538 0.443 2.104 -0.005
H -5.506 -0.104 1.001 -0.914 -0.294 0.112 0.088
H -6.289 1.807 -0.159 -0.229 -0.066 0.084 0.073
C 4.863 0.810 -2.272 0.850 -0.434 -0.495 -0.199
H -2.122 5.066 -1.410 -0.661 0.515 -0.638 0.054
C -3.184 6.794 -0.632 0.804 -0.128 -1.965 -0.145
C 5.290 2.184 -1.689 -2.546 -0.269 0.187 -0.219
H 2.267 -8.865 -0.637 -0.072 0.590 0.538 0.076
N -3.934 -6.426 0.828 -1.738 1.823 0.793 0.058
N 1.839 -3.736 6.293 -0.117 -0.422 1.607 0.086
H 1.317 -2.853 6.497 0.487 -0.877 -0.723 0.200
H -1.858 -0.032 -2.174 -0.987 -0.581 0.230 0.089
H 0.547 -4.433 3.697 1.610 -0.745 0.309 0.117
H 4.984 -0.014 -1.535 0.113 0.653 -0.293 0.086
H 2.078 -4.623 2.850 0.446 0.498 0.314 0.116
O 0.381 -4.096 -4.125 0.608 1.721 -0.149 -0.156
H -8.890 2.376 2.347 0.345 -0.110 -0.124 0.087
C -3.078 -6.499 -0.335 0.786 0.581 -1.732 -0.099
H 10.440 -1.463 -3.158 0.987 -0.738 -0.740 0.047
O -0.713 -4.141 2.394 -0.413 0.045 -0.243 -0.087
H 0.974 -0.789 -1.176 -0.047 0.819 0.371 0.078
C 1.691 -5.751 -2.692 -2.333 -2.182 -0.906 -0.072
H -0.049 -4.399 -1.733 -0.051 0.087 0.315 0.103
H -4.060 -3.038 -2.081 0.359 -0.729 0.086 0.089
H -1.453 5.484 0.710 -0.110 0.275 0.378 0.110
H 1.955 -6.636 6.192 -0.245 0.167 0.456 0.113
H -1.253 7.374 -7.205 0.266 0.179 -0.085 0.049
O -1.966 2.535 2.529 0.498 -0.241 0.127 -0.077
H 1.586 2.984 0.072 0.256 -0.460 0.264 0.074
H -8.552 4.030 1.913 0.316 0.399 -0.334 0.090
H -3.202 -2.396 2.842 -0.319 -0.312 0.376 0.061
H -7.095 3.329 -0.484 -0.416 -0.442 0.918 0.080
H -7.246 -6.728 4.331 0.530 -0.295 -0.053 0.079
H -0.834 -1.131 -4.793 0.280 0.353 0.462 0.043
H -0.202 1.238 0.754 -0.865 -0.222 -0.255 0.122
C 4.433 -2.259 -0.168 -1.129 -2.435 1.852 0.006
C 1.734 -6.178 7.174 -1.585 -0.888 -0.749 -0.263
O -6.257 -6.899 2.449 -1.005 0.672 0.032 -0.199
H 2.137 -2.853 4.445 0.307 -1.068 0.377 0.151
H 1.122 4.861 -5.012 -0.087 0.871 -0.320 0.094
H -9.388 2.148 0.265 0.914 -0.321 -0.532 0.082
H -0.319 3.292 -2.250 0.143 0.359 -0.223 0.121
H 3.082 -8.066 8.704 -0.143 0.081 -0.814 0.103
H -4.689 1.287 0.959 0.393 0.909 0.196 0.054
H 5.293 1.157 -6.610 0.165 0.109 0.206 0.075
O -6.490 4.895 -1.349 -0.407 0.187 0.473 -0.129
H 9.431 0.004 -0.323 0.416 -0.098 0.770 0.136
O -3.946 1.320 -1.911 -0.045 0.450 -0.014 -0.200
H 0.751 -7.571 -3.703 0.146 0.137 0.280 0.112
H 1.598 -7.111 2.349 -0.321 -0.222 0.002 0.069
H 4.082 0.636 -7.754 -0.083 -0.029 0.380 0.093
O -0.712 -6.139 -3.407 0.201 -0.433 -0.485 -0.249
H 1.101 -4.463 8.103 0.169 0.110 -0.678 0.150
H 1.041 -0.670 0.560 0.052 0.104 -0.077 0.096
H 0.398 -7.362 0.135 0.151 0.591 -0.273 0.121
H 5.625 2.483 -4.496 0.157 -0.285 -0.484 0.066
C -8.485 1.526 0.014 -0.476 1.228 0.236 -0.045
C -7.158 2.398 0.135 -0.903 -1.137 0.611 -0.104
C -0.421 3.497 4.142 -0.721 -1.048 0.881 -0.033
H 2.157 7.924 2.641 -0.910 0.574 -0.333 0.110
C -1.421 8.616 -0.901 -0.757 -0.772 1.034 0.094
O 9.367 -2.348 -1.214 -0.023 0.810 -0.609 -0.108
C -8.204 6.262 -2.311 1.552 -1.362 -0.526 -0.027
H 13.726 1.087 1.684 0.121 -0.217 -0.333 0.106
H 0.458 4.155 4.031 -0.530 -0.225 -0.354 0.056
O -2.970 -4.114 -0.576 0.170 -1.552 -1.787 -0.190
C 2.306 -3.891 4.873 0.461 2.591 -1.543 -0.084
H -0.535 6.060 -0.630 0.472 0.263 -0.414 0.108
H 4.620 -0.079 0.804 0.927 -0.313 0.310 0.156
H 11.656 1.094 -0.111 0.037 0.238 -0.305 0.151
O 3.553 6.384 -3.731 0.874 -0.263 0.258 0.107
C 6.107 3.089 -3.742 -0.699 1.072 -0.100 -0.075
O -7.546 -4.716 -0.836 0.672 1.036 -1.515 -0.079
H 3.262 -6.709 -0.877 0.235 -0.212 -0.048 0.089
C -5.019 3.926 2.944 -0.805 -0.596 -0.267 -0.193
H -7.901 3.327 3.438 0.255 0.144 -0.394 0.101
C -0.576 -2.186 -4.831 1.103 0.905 -0.224 -0.003
O -0.067 8.812 -5.481 0.120 0.048 0.667 -0.059
O 4.452 -1.888 3.052 -0.796 -0.549 -3.378 -0.038
H 0.650 5.851 1.642 -0.103 0.173 -0.050 0.131
H -1.763 -6.832 -5.045 -0.403 0.114 -0.129 0.090
H 4.448 -3.364 -0.007 -0.329 0.886 0.045 0.115
C 4.635 -1.651 4.221 0.124 2.416 3.004 -0.813
H -1.372 8.266 -1.918 -0.111 -0.323 -0.569 0.044
H -4.923 1.968 -3.608 0.001 0.645 -0.332 0.091
C -0.945 8.041 -5.061 -0.111 0.266 -2.252 -0.768
C 4.568 0.362 -6.803 0.954 0.490 -1.989 -0.149
H 2.629 5.464 -1.906 1.108 0.170 1.143 0.081
O 7.421 -1.622 -2.035 0.771 0.677 -0.316 -0.053
H 0.629 6.507 -4.436 -0.428 0.017 0.118 0.042
C -0.931 6.364 0.322 -0.162 0.628 -0.367 -0.103
O -2.056 4.709 2.880 -0.039 1.638 -0.143 -0.080
H 5.156 -0.535 -7.047 -0.317 -0.187 0.473 0.091
C 0.127 6.770 1.335 0.482 0.107 -0.311 -0.172
C 0.968 -6.971 3.242 0.216 -0.105 0.322 -0.081
H 1.777 0.615 -0.346 -0.051 0.178 -0.296 0.072
N -0.848 1.563 -1.263 0.552 -0.946 1.063 -0.219
H -3.305 -7.418 -0.875 0.192 -0.088 -0.027 0.132
H 4.554 2.562 -0.936 0.389 -0.723 -0.185 0.124
H -5.627 0.612 -2.787 0.068 0.514 0.286 0.103
C 1.647 -4.762 3.847 -2.652 -0.848 0.388 -0.185
H -2.758 7.805 -6.332 0.431 0.171 -0.066 0.059
C 0.912 -0.046 -0.338 2.335 -2.820 -0.817 -0.090
C -3.231 -5.307 -1.344 -1.868 -0.517 2.046 -0.156
H 0.822 4.402 -0.376 -0.210 0.734 -0.512 0.039
C 0.924 -3.593 0.060 1.476 0.195 -2.531 -0.064
H -4.190 -7.322 1.182 -0.162 -1.044 0.054 0.144
H -1.991 6.324 -5.951 0.218 -0.085 -0.167 0.048
H -6.471 4.752 1.452 -0.234 0.220 0.064 0.116
C -5.335 -5.739 0.593 0.693 -0.290 -0.354 -0.081
H -3.771 7.622 -0.999 -0.337 0.073 -0.143 0.123
O 1.104 7.744 0.876 -1.840 -1.076 -0.753 -0.180
C -3.143 -3.055 -1.478 0.159 1.768 0.135 -0.127
O -2.721 -5.025 2.716 -0.772 -1.169 0.234 -0.051
C -2.104 2.214 -0.684 -0.768 0.004 0.521 -0.084
H 1.337 -3.854 1.007 0.132 -0.431 0.642 0.037
H -2.700 -5.503 -2.274 0.920 0.377 0.392 0.094
H -0.079 3.248 0.593 0.190 0.047 -0.263 0.067
C -1.968 -4.098 2.379 0.460 1.859 -0.614 -0.683
C -7.577 5.501 -1.062 0.424 0.833 -1.994 -0.723
C 0.200 2.632 -1.567 -0.490 0.589 1.286 -0.096
C -5.264 0.716 1.671 1.522 -0.886 -1.268 -0.067
H -4.529 0.255 2.330 -0.130 0.375 0.481 0.090
H 3.552 -7.750 6.949 0.172 -0.539 -0.419 0.083
H -3.442 -5.989 1.651 0.049 0.805 -0.246 0.092
C -6.835 -3.860 -1.474 -1.007 -0.947 2.679 -0.717
H -5.417 6.171 4.148 0.073 -0.043 0.195 0.095
H -7.218 0.690 2.341 -0.117 0.834 0.248 0.127
H -3.875 9.524 2.094 0.282 -0.823 -0.119 0.090
H 2.634 -3.705 6.929 0.917 0.700 -0.702 0.168
H 0.001 -2.323 -5.761 -0.335 0.173 0.114 0.081
C 3.862 -0.743 -4.869 1.576 -0.910 0.604 -0.232
H 0.005 -6.517 2.963 0.291 0.110 0.122 0.080
H 2.503 -5.901 0.550 0.101 -0.307 0.064 0.086
H -5.350 -5.086 2.634 0.018 0.515 -0.031 0.120
C -7.419 -6.986 3.275 0.050 -0.132 0.284 -0.113
H -1.920 -1.905 1.896 -0.171 -0.765 -0.714 0.070
H -8.117 -3.732 -3.213 -1.362 -0.182 0.041 0.054
C 0.397 -2.871 -3.802 -1.223 -1.488 -1.065 -0.645
O 1.093 -2.410 -2.878 -0.609 0.983 -0.169 -0.050
H -2.528 1.614 0.171 0.674 0.234 -1.040 0.134
H 8.866 -2.478 0.781 -0.278 -0.420 0.150 0.123
H -1.781 3.119 -0.178 -0.089 0.103 -0.169 0.093
H -8.565 0.701 0.729 0.523 0.003 -0.117 0.061
H -1.513 -2.707 -4.985 0.034 -0.465 0.412 0.060
C 7.899 -2.038 0.977 1.050 1.059 0.096 0.024
H 3.461 -1.718 -5.236 0.185 0.448 0.185 0.136
H 4.977 -0.903 -4.686 -1.041 0.237 -0.294 0.134
O 1.967 5.286 -2.550 -0.476 -0.173 -1.812 0.053
C 2.494 5.842 -3.717 -2.177 0.996 -0.593 -0.512
C 1.129 -4.819 7.043 -1.196 0.907 1.614 -0.107
H 0.974 -6.069 -4.609 -0.043 -0.161 -0.326 0.116
H -8.646 7.229 -2.221 -0.590 0.476 0.755 0.042
C -8.128 3.157 2.381 0.013 -0.756 0.364 0.011
C -5.891 3.873 1.695 1.104 -0.850 0.269 -0.062
O -1.235 7.747 -3.873 -0.176 -0.234 0.243 -0.120
C -1.481 -5.869 -4.619 1.010 -0.673 0.969 -0.059
H 11.587 0.927 3.960 -0.552 0.112 0.082 0.146
H -8.194 -6.273 3.010 -0.148 0.036 -0.676 0.078
O 5.178 3.211 -2.651 1.299 0.234 -0.286 -0.198
C 9.880 0.187 0.671 -0.582 0.318 -1.158 0.063
N 5.668 -1.776 0.335 1.147 0.607 0.142 -0.069
H 0.773 -7.942 3.742 0.262 0.499 -0.379 0.097
H 1.707 -3.071 -0.578 -0.811 -0.553 0.714 0.070
H -7.418 6.371 -3.082 -0.092 -0.048 0.484 0.060
H 3.378 -3.933 4.914 0.597 -0.461 0.140 0.106
H -5.991 5.425 5.676 -0.089 -0.053 -0.265 0.089
H -8.885 5.554 -2.782 -0.433 0.100 0.164 0.059
H 0.095 -4.747 6.769 -0.516 -0.778 -0.640 0.132
H -5.188 3.727 0.883 0.003 -0.086 -0.390 0.117
H 13.006 2.663 1.366 -0.401 0.009 -0.089 0.108
H 4.609 0.050 5.702 0.456 0.409 -0.390 0.046
H 0.161 -2.852 0.240 -0.467 -0.079 -0.009 0.069
O 5.200 -2.359 5.068 0.010 -0.470 0.747 -0.080
C 3.171 -0.433 -3.557 -0.582 -0.903 -0.284 -0.233
H -5.828 -6.508 0.004 -0.462 0.259 -0.041 0.130
N -6.859 2.701 1.662 -1.509 0.172 -0.823 -0.197
H 7.041 2.646 -3.434 0.373 -0.294 0.218 0.077
N 3.504 0.726 -2.782 -0.060 1.703 0.161 -0.043
C 9.729 0.171 3.064 1.838 0.456 -1.732 0.077
N -2.005 7.431 0.031 1.664 1.140 0.247 -0.214
H 4.519 -7.202 8.359 0.671 0.168 -0.215 0.082
C 5.607 -0.575 0.894 -0.744 1.225 1.231 -0.051
H 3.295 -1.355 -2.964 -0.277 0.413 0.001 0.098
C 0.654 -7.290 -0.933 -0.251 0.071 0.127 -0.158
H -7.835 -8.006 3.217 0.305 0.422 -0.017 0.088
H -0.903 -5.274 -5.301 0.393 -0.016 -0.339 0.070
H 4.256 -2.113 -1.179 -0.016 0.712 -2.037 0.068
H -0.509 -5.152 -0.177 0.504 -0.354 -0.329 0.097
C 7.866 -0.774 1.534 -0.616 0.448 0.814 -0.119
C -5.151 1.599 -2.622 -0.212 -1.518 0.176 -0.063
H 3.213 1.575 -3.291 0.564 -0.496 0.340 0.121
C 6.666 -0.024 1.583 0.845 -1.210 -1.003 0.065
H -2.298 -5.227 -4.338 -0.618 -0.157 0.196 0.075
H -0.391 7.155 2.199 0.204 -0.045 0.466 0.095
H 2.570 -6.333 -2.918 0.767 0.122 0.475 0.117
C -3.716 8.780 1.286 -0.348 1.150 -0.635 -0.071
C -6.397 1.424 2.336 -0.188 -0.341 -0.135 -0.163
O -8.182 5.502 0.013 -0.187 -0.130 0.702 -0.047
C 12.963 1.785 1.999 -0.270 -1.047 -0.899 0.044
O -5.830 -3.299 -0.949 -0.110 0.259 -0.418 -0.115
H -8.687 1.077 -0.978 0.597 0.505 0.364 0.083
H -2.121 6.461 -2.538 -0.156 0.051 -0.409 0.042
O 2.851 -6.114 7.976 1.240 -0.405 0.234 -0.176
H 0.854 -9.438 -1.425 -0.122 1.026 0.454 0.107
H -6.911 -4.972 1.733 -0.324 -0.144 0.068 0.121
H -5.809 2.249 -2.035 0.185 0.149 -0.484 0.066
H -4.617 8.159 1.184 0.372 0.060 0.260 0.081
C 0.626 3.362 -0.242 -0.131 -0.863 -0.443 -0.043
C 10.974 0.774 3.076 0.820 -0.284 -0.095 0.015
H 6.332 4.095 -4.182 -0.456 -0.757 0.590 0.106
C 8.683 -1.650 -2.030 0.223 -1.016 0.003 -0.695
H -3.752 6.268 0.104 -0.259 -0.545 0.521 0.117
C -2.402 7.999 1.394 -0.518 0.586 -0.681 -0.158
H -0.274 0.231 -2.813 0.086 0.227 -0.108 0.090
H -5.345 -4.772 0.006 0.669 -0.823 0.798 0.089
H -1.593 1.420 -3.188 -0.061 -0.353 -0.368 0.107
H -3.643 5.451 -2.317 0.666 0.568 0.298 0.096
H 1.687 -4.720 -3.070 0.201 -0.129 0.867 0.106
C 0.326 -4.750 -0.769 0.016 0.114 0.156 -0.074
C 4.099 -0.198 4.772 -0.543 -1.707 -0.183 -0.026
H 1.106 2.243 -2.039 -0.496 -0.458 -0.073 0.114
H 2.294 9.190 1.501 0.678 0.927 -0.706 0.071
H -4.293 -5.191 -1.674 0.534 -0.465 0.261 0.124
H 8.959 -0.803 -4.018 -0.060 -0.145 -0.854 0.058
H -2.909 3.028 -2.596 0.047 -0.510 0.238 0.128
H 6.237 2.089 -1.166 0.603 0.144 -0.335 0.105
C -5.369 5.276 4.787 0.738 0.571 0.928 -0.119
H 6.577 0.934 2.044 0.044 0.446 0.123 0.125
C -2.642 -2.747 1.975 -0.048 0.513 0.689 -0.005
C -2.738 5.901 -1.843 -0.425 -0.758 1.690 -0.025
C 1.469 -8.510 -1.288 0.372 -1.812 -0.755 -0.090
H 0.908 -6.749 7.700 0.673 0.149 -0.643 0.157
H -3.917 3.293 -1.211 0.557 -0.763 -0.056 0.129
C 2.684 -5.876 -0.523 -2.019 0.493 0.573 0.024
H 6.871 -3.277 -0.337 -0.181 -1.987 -1.087 0.128
C 1.559 8.544 1.897 1.061 -0.608 2.101 -0.148
H -4.331 5.120 5.149 -0.291 0.343 -0.224 0.098
H 4.057 0.552 3.969 0.335 -0.057 0.454 0.047
H -1.587 8.702 1.668 -0.524 -0.636 0.046 0.127
C -1.182 0.724 -2.467 1.373 1.126 0.184 0.034
O 1.723 -6.170 4.158 -0.389 0.514 0.065 -0.229
C 11.067 0.845 0.750 0.711 -0.407 -0.135 0.011
H -6.112 1.673 3.347 -0.291 0.201 0.301 0.119
H -0.120 2.419 4.261 -0.058 1.086 -0.188 0.069
H 0.815 9.173 2.433 0.029 -0.578 -0.323 0.097
H 1.849 6.436 -5.719 -0.105 -0.435 0.259 0.097
H -4.492 2.977 3.065 0.234 0.083 -0.121 0.112
H 13.227 2.043 2.988 -0.216 0.365 1.190 0.080
C 9.190 -0.151 1.826 -1.016 0.136 0.051 -0.098
H 3.054 -0.322 5.125 0.206 -0.122 -0.422 0.042
H -0.918 3.793 5.098 0.488 -0.146 -0.511 0.071
H 2.109 -0.344 -3.802 0.006 -0.218 0.246 0.106
H -0.283 -7.349 -1.502 0.271 0.506 0.118 0.114
H 9.825 0.091 -2.801 -0.209 0.092 0.116 0.055
H 9.365 -0.133 3.976 -1.274 -0.520 1.764 0.115
H 5.601 0.564 -3.078 -0.233 0.100 0.566 0.110
C -1.754 7.353 -6.251 -0.850 -0.273 1.804 -0.035
C 6.811 -2.473 0.298 -0.831 1.236 0.678 0.012
H -0.394 8.850 -0.604 -0.456 -0.067 0.397 0.097
H -2.121 9.483 -0.857 0.627 -0.784 0.215 0.104
O 3.640 0.264 -5.802 -0.851 0.229 0.502 -0.166
C -0.343 0.601 -0.135 -2.308 2.447 0.279 -0.176
O -5.791 4.151 4.101 -0.763 -0.487 0.077 -0.195
H -6.531 -4.159 -3.480 0.649 0.052 -0.524 0.071
C 1.434 5.919 -4.847 1.426 -1.333 1.050 0.032
C -7.141 -3.493 -2.889 0.340 -0.187 -0.238 -0.024
H 1.934 -8.483 -2.262 0.196 0.519 -0.400 0.059
H 3.663 -1.795 0.464 0.013 -0.573 -0.412 0.103
H 3.141 -4.921 -0.726 0.128 0.129 -0.423 0.073
N 1.305 -5.915 -1.224 1.341 -0.191 0.690 -0.169
```
Forces are in eV/Å.

Results
Charge = 0
LUMO = -2.54 eV
Orbital gap = 4.02 eV